The molecule C4H8NOS. Source: the OMol25 dataset; level of theory: ωB97M-V/def2-TZVPD.

Values from the calculation:
- Orbital gap (alpha / beta): 10.362 / 6.942 eV
- Multiplicity: 2

Positions of all 15 atoms, in Å:
O: -2.9004 -0.2960 1.2308
C: -2.0228 0.0482 0.4761
N: -0.9210 -0.7091 0.2254
C: 0.4368 -0.4585 -0.2959
C: 1.3151 -0.1731 0.9305
S: 3.0664 -0.1048 0.5123
C: 0.3620 0.6967 -1.2533
H: -2.0740 0.9767 -0.1096
H: -1.0368 -1.6614 0.5404
H: 0.6986 -1.4071 -0.7543
H: 1.1271 -0.9686 1.6640
H: 1.0951 0.8279 1.3024
H: -0.4747 0.6873 -1.9662
H: 0.0575 1.6015 -0.7039
H: 1.2711 0.9402 -1.7988



A structure of composition C7H7AlN5O4S. Source: the OMol25 dataset; level of theory: ωB97M-V/def2-TZVPD.

Values from the calculation:
- Total charge: -1
- Orbital gap (alpha / beta): 7.087 / 6.268 eV

Positions of all 25 atoms, in Å:
Al: -0.8069 0.2322 -0.9499
N: 0.8340 -2.6534 -3.8012
C: 0.6065 -1.8076 -2.7263
S: 0.6692 -0.0986 -3.0424
N: 0.3461 -2.3720 -1.5862
N: 0.0830 -1.4163 -0.6163
C: 0.7867 -1.4926 0.5040
C: 0.8185 -0.3196 1.2727
C: 1.5263 -0.1383 2.4821
C: 1.4926 1.0735 3.1048
C: 0.7315 2.1309 2.5479
C: 0.0550 1.9009 1.3817
N: 0.0960 0.7256 0.7279
H: 1.3532 -2.2357 -4.5541
H: 1.1456 -3.5746 -3.5314
H: 1.3969 -2.3618 0.7112
H: 2.0869 -0.9709 2.8872
H: 2.0388 1.2240 4.0280
H: 0.6613 3.0945 3.0301
H: -0.5754 2.6594 0.9362
O: -4.0354 2.0261 0.8189
N: -3.4505 1.5104 -0.1266
O: -3.8777 1.4864 -1.2613
O: -2.2885 0.9695 0.1540
O: -1.6938 0.4081 -2.3912